{
  "formula": "C6H12BN",
  "method": "ωB97M-V with the def2-TZVPD basis set",
  "elements": ["B", "C", "C", "C", "C", "C", "C", "N", "H", "H", "H", "H", "H", "H", "H", "H", "H", "H", "H", "H"],
  "positions_angstrom": [[-0.311, -0.309, -0.299], [1.404, 0.304, -1.417], [0.993, 1.523, -1.668], [-1.276, 0.795, -0.703], [-0.449, 1.826, -1.448], [-0.942, -0.764, 2.021], [1.130, -2.004, 0.960], [-0.083, -1.075, 0.828], [2.292, -0.323, -1.597], [1.648, 2.341, -2.066], [-2.198, 0.427, -1.248], [-1.581, 1.070, 0.259], [-0.581, 2.704, -0.841], [-0.889, 1.967, -2.491], [-1.011, -1.604, 2.649], [-0.417, 0.000, 2.713], [-1.861, -0.412, 1.521], [0.856, -2.860, 1.594], [1.345, -2.290, -0.067], [1.933, -1.316, 1.302]],
  "fmax_ev_per_a": 3.6,
  "charge": 0,
  "de_lowest_kcal_mol": 48.2,
  "s2": 2.01,
  "homo_lumo_gap_ha": [0.1676, 0.2538],
  "spin_multiplicity": 3,
  "e_tot_ev": -8576.3185
}

---

{
  "formula": "C6H12BNO",
  "method": "ωB97M-V with the def2-TZVPD basis set",
  "elements": ["B", "C", "C", "C", "C", "C", "C", "N", "O", "H", "H", "H", "H", "H", "H", "H", "H", "H", "H", "H", "H"],
  "positions_angstrom": [[0.455, -1.134, -1.710], [1.152, 0.090, 0.348], [0.668, 0.789, 1.430], [-0.852, 0.744, 1.337], [-1.072, 0.325, -0.113], [-0.623, -1.568, -2.778], [1.371, 1.483, 2.639], [0.141, -0.336, -0.538], [1.796, -1.438, -1.787], [2.074, -0.044, -0.079], [-1.283, 0.023, 2.082], [-1.396, 1.588, 1.725], [-2.004, -0.338, -0.298], [-1.394, 1.201, -0.847], [-1.235, -2.323, -2.193], [-0.255, -2.183, -3.716], [-1.207, -0.699, -3.241], [0.983, 2.550, 2.598], [2.395, 1.440, 2.580], [1.137, 0.865, 3.577], [1.971, -2.080, -2.461]],
  "fmax_ev_per_a": 7.0,
  "charge": 0,
  "de_lowest_kcal_mol": 0.0,
  "s2": 2.01,
  "homo_lumo_gap_ha": [0.1679, 0.3407],
  "spin_multiplicity": 3,
  "e_tot_ev": -10628.0447
}